No. 1
Molecular formula: C80H87O5P2S
Method: DFT, ωB97M-V with the def2-TZVPD basis set

Multiplicity = 1
Total charge = +1
Kohn-Sham gap = 6.5742 eV
Highest occupied orbital energy = -10.2 eV

Each line ends with the Löwdin charge.
Geometry (Å):
C1 -2.56 8.67 2.95  0.009
C2 -1.19 9.19 3.49  -0.481
O1 -1.10 9.42 4.66  0.146
O2 -0.03 9.41 2.72  -0.054
C3 0.01 8.69 1.49  -0.276
P1 0.31 6.83 1.64  1.000
C4 1.87 6.25 0.73  -0.224
C5 2.00 4.69 0.92  -0.252
C6 2.55 4.11 2.17  -0.048
C7 2.62 2.65 2.33  -0.043
C8 2.18 1.72 1.29  -0.011
C9 1.67 2.28 0.04  -0.213
C10 1.15 1.40 -1.16  -0.045
C11 1.61 3.73 -0.11  -0.027
C12 0.09 6.09 3.31  -0.228
C13 1.37 6.47 4.32  -0.216
C14 2.49 7.45 3.66  -0.020
O3 1.44 7.85 4.75  -0.134
P2 -1.31 5.92 0.41  0.185
O4 -0.77 5.66 -1.16  -0.237
O5 -2.61 6.94 0.27  -0.273
S1 -1.91 4.28 1.23  0.358
H1 -2.90 9.11 1.98  0.094
H2 -3.33 8.79 3.77  0.103
H3 -2.46 7.55 2.82  0.069
H4 0.87 9.10 0.88  0.131
H5 -0.91 8.91 0.87  0.110
H6 1.77 6.41 -0.38  0.097
H7 2.79 6.80 1.05  0.103
H8 2.92 4.73 3.02  0.090
H9 3.01 2.20 3.28  0.109
H10 2.20 0.61 1.40  0.109
H11 1.97 1.05 -1.83  0.091
H12 0.46 2.07 -1.74  0.081
H13 0.50 0.56 -0.79  0.074
H14 1.23 4.13 -1.08  0.100
H15 0.16 4.98 3.21  0.072
H16 -0.83 6.45 3.83  0.101
H17 1.74 5.64 5.03  0.166
H18 2.20 8.27 2.98  0.091
H19 3.38 7.59 4.34  0.126
H20 -0.15 6.37 -1.43  0.069
H21 -3.41 6.37 0.29  0.077
C15 -0.33 -1.19 2.61  -0.104
C16 0.39 -2.38 2.47  -0.092
C17 0.34 -3.34 3.47  -0.087
C18 -0.44 -3.13 4.60  -0.087
C19 -1.16 -1.95 4.74  -0.091
C20 -1.10 -0.98 3.75  -0.101
H22 -0.28 -0.44 1.83  0.085
H23 0.99 -2.55 1.58  0.085
H24 0.90 -4.26 3.36  0.104
H25 -0.48 -3.89 5.38  0.094
H26 -1.77 -1.79 5.62  0.100
H27 -1.66 -0.06 3.86  0.098
C21 -0.15 -3.50 -2.59  -0.098
C22 0.35 -2.70 -1.57  -0.102
C23 1.72 -2.49 -1.45  -0.113
C24 2.59 -3.08 -2.36  -0.091
C25 2.09 -3.87 -3.39  -0.099
C26 0.72 -4.08 -3.50  -0.088
H28 -1.22 -3.66 -2.68  0.096
H29 -0.33 -2.24 -0.86  0.094
H30 2.11 -1.88 -0.64  0.085
H31 3.66 -2.91 -2.27  0.102
H32 2.77 -4.32 -4.10  0.106
H33 0.34 -4.70 -4.30  0.105
C27 -0.97 -6.97 4.74  -0.114
C28 -0.26 -8.16 4.60  -0.106
C29 -0.31 -9.12 5.60  -0.096
C30 -1.09 -8.91 6.73  -0.086
C31 -1.81 -7.73 6.86  -0.091
C32 -1.75 -6.76 5.87  -0.101
H34 -0.93 -6.22 3.96  0.093
H35 0.34 -8.33 3.71  0.107
H36 0.25 -10.04 5.49  0.104
H37 -1.13 -9.66 7.50  0.104
H38 -2.41 -7.56 7.75  0.095
H39 -2.30 -5.83 5.98  0.091
C33 -4.43 -4.11 10.35  -0.099
C34 -4.01 -4.66 9.15  -0.102
C35 -4.87 -5.46 8.41  -0.101
C36 -6.16 -5.69 8.87  -0.093
C37 -6.59 -5.13 10.07  -0.094
C38 -5.72 -4.35 10.81  -0.096
H40 -3.75 -3.49 10.93  0.098
H41 -3.00 -4.48 8.79  0.096
H42 -4.54 -5.90 7.47  0.089
H43 -6.84 -6.31 8.29  0.102
H44 -7.59 -5.31 10.42  0.102
H45 -6.05 -3.91 11.75  0.101
C39 -6.39 7.99 3.05  -0.112
C40 -6.36 7.71 4.41  -0.105
C41 -7.51 7.83 5.17  -0.090
C42 -8.71 8.21 4.56  -0.085
C43 -8.74 8.48 3.20  -0.088
C44 -7.58 8.38 2.44  -0.095
H46 -5.48 7.90 2.46  0.077
H47 -5.43 7.41 4.88  0.094
H48 -7.49 7.62 6.23  0.104
H49 -9.61 8.29 5.15  0.106
H50 -9.67 8.78 2.73  0.105
H51 -7.60 8.59 1.38  0.101
C45 3.35 -2.23 -7.11  -0.094
C46 3.77 -2.79 -8.30  -0.088
C47 2.92 -3.61 -9.03  -0.087
C48 1.63 -3.85 -8.57  -0.092
C49 1.20 -3.28 -7.38  -0.098
C50 2.06 -2.47 -6.64  -0.109
H52 4.02 -1.60 -6.53  0.098
H53 4.78 -2.60 -8.66  0.077
H54 3.25 -4.05 -9.96  0.104
H55 0.96 -4.48 -9.14  0.102
H56 0.19 -3.47 -7.02  0.093
H57 1.73 -2.04 -5.71  0.093
C51 -5.69 -2.14 -4.15  -0.093
C52 -5.19 -1.34 -3.12  -0.097
C53 -3.82 -1.14 -3.00  -0.099
C54 -2.95 -1.72 -3.92  -0.112
C55 -3.45 -2.51 -4.95  -0.093
C56 -4.82 -2.72 -5.06  -0.091
H58 -6.75 -2.30 -4.24  0.102
H59 -5.87 -0.88 -2.41  0.100
H60 -3.43 -0.52 -2.20  0.096
H61 -1.88 -1.55 -3.83  0.089
H62 -2.77 -2.96 -5.66  0.098
H63 -5.20 -3.34 -5.86  0.103
C57 -1.64 2.55 7.04  -0.107
C58 -0.92 1.37 6.90  -0.107
C59 -0.98 0.40 7.90  -0.098
C60 -1.75 0.62 9.03  -0.087
C61 -2.47 1.80 9.17  -0.090
C62 -2.41 2.77 8.18  -0.097
H64 -1.60 3.31 6.27  0.088
H65 -0.32 1.20 6.02  0.091
H66 -0.41 -0.52 7.80  0.101
H67 -1.80 -0.14 9.81  0.103
H68 -3.08 1.96 10.05  0.104
H69 -2.97 3.69 8.29  0.100
C63 -2.75 -9.01 2.07  -0.092
C64 -3.35 -8.71 0.86  -0.096
C65 -3.57 -9.71 -0.08  -0.100
C66 -3.20 -11.02 0.21  -0.098
C67 -2.61 -11.32 1.42  -0.095
C68 -2.38 -10.32 2.35  -0.091
H70 -2.57 -8.23 2.80  0.083
H71 -3.64 -7.69 0.64  0.099
H72 -4.04 -9.47 -1.03  0.099
H73 -3.38 -11.80 -0.52  0.100
H74 -2.32 -12.34 1.65  0.101
H75 -1.90 -10.55 3.30  0.092
C69 7.40 0.27 -11.84  -0.109
C70 8.13 -0.91 -11.97  -0.091
C71 8.08 -1.86 -10.96  -0.092
C72 7.30 -1.64 -9.83  -0.106
C73 6.57 -0.47 -9.70  -0.104
C74 6.62 0.49 -10.71  -0.097
H76 7.43 1.02 -12.63  0.102
H77 8.73 -1.08 -12.85  0.104
H78 8.65 -2.78 -11.05  0.102
H79 7.27 -2.39 -9.04  0.097
H80 5.96 -0.30 -8.82  0.094
H81 6.06 1.41 -10.61  0.102
C75 9.69 2.94 -11.76  -0.106
C76 9.30 4.22 -12.13  -0.097
C77 10.04 4.94 -13.06  -0.099
C78 11.16 4.37 -13.64  -0.097
C79 11.56 3.09 -13.28  -0.096
C80 10.83 2.37 -12.34  -0.094
H82 9.12 2.38 -11.03  0.089
H83 8.41 4.66 -11.68  0.098
H84 9.73 5.94 -13.34  0.099
H85 11.74 4.93 -14.37  0.101
H86 12.44 2.65 -13.73  0.101
H87 11.13 1.38 -12.05  0.101

***

No. 2
Molecular formula: C81H174N7O25S6
Method: DFT, ωB97M-V with the def2-TZVPD basis set

Relative energy (zero: lowest compared OMol25 entry of this formula, charge and spin) = 2118.4 kJ/mol
Multiplicity = 8
Kohn-Sham gap (spin up / spin down) = 4.5183 / 3.6329 eV
Highest occupied orbital energy (spin up / spin down) = -7.6 / -6.7 eV
Expectation value of S² = 15.788

Each line ends with the Löwdin charge.
Geometry (Å):
C1 -1.95 5.07 -0.46  -0.064
C2 -0.77 5.19 -1.34  -0.573
C3 -1.32 4.90 -2.84  -0.105
C4 -0.32 5.57 -3.78  -0.241
C5 0.12 6.91 -3.43  -0.187
C6 0.71 7.24 -2.04  -0.508
N1 -0.12 6.48 -1.10  0.192
O1 -0.28 3.11 2.20  -0.481
C7 2.14 6.59 -2.13  -0.014
C8 0.77 8.72 -1.53  -0.029
C9 0.19 4.04 -1.14  -0.055
H1 -1.53 4.79 0.51  0.066
H2 -2.80 4.49 -0.86  0.095
H3 -2.43 6.05 -0.30  0.087
H4 -1.55 3.80 -2.96  0.120
H5 -2.28 5.36 -2.96  0.095
H6 -0.71 5.67 -4.78  0.110
H7 0.54 4.96 -3.92  0.085
H8 -0.74 7.62 -3.73  0.141
H9 0.83 7.02 -4.19  0.093
H10 2.80 7.36 -2.35  0.052
H11 2.38 6.14 -1.16  0.078
H12 2.08 5.74 -2.83  0.064
H13 0.84 8.58 -0.46  0.071
H14 1.54 9.33 -1.97  0.059
H15 -0.14 9.33 -1.72  0.082
H16 0.64 3.85 -0.14  0.071
H17 0.93 3.99 -2.01  0.087
H18 -0.44 3.12 -1.18  0.060
C10 3.47 -0.06 -1.96  -0.046
C11 4.80 0.35 -2.55  -0.413
C12 4.85 0.98 -3.94  -0.130
C13 6.11 1.79 -4.17  -0.203
C14 6.20 2.95 -3.25  -0.123
C15 6.09 2.57 -1.72  -0.440
N2 5.19 1.39 -1.44  -0.174
O2 5.01 1.19 -0.26  -0.040
C16 7.45 2.30 -1.14  -0.020
C17 5.30 3.69 -1.08  -0.039
C18 5.84 -0.78 -2.53  -0.018
H19 2.66 0.73 -2.02  0.097
H20 3.54 -0.31 -0.91  0.072
H21 3.18 -1.03 -2.42  0.099
H22 4.79 0.16 -4.67  0.130
H23 3.99 1.62 -4.10  0.106
H24 6.21 2.04 -5.20  0.112
H25 6.92 1.13 -3.95  0.085
H26 5.44 3.60 -3.61  0.108
H27 7.21 3.40 -3.44  0.135
H28 8.06 3.19 -0.93  0.097
H29 7.49 1.69 -0.24  0.082
H30 8.00 1.74 -1.89  0.079
H31 5.92 4.52 -1.24  0.065
H32 4.19 3.85 -1.32  0.121
H33 5.28 3.71 0.00  0.051
H34 5.26 -1.59 -3.02  0.084
H35 6.13 -1.19 -1.55  0.097
H36 6.78 -0.67 -3.10  0.082
C19 2.84 -4.69 0.69  0.002
C20 4.03 -5.59 0.17  -0.454
C21 3.64 -7.10 0.12  -0.142
C22 2.51 -7.51 -0.77  -0.204
C23 3.15 -7.48 -2.12  -0.182
C24 3.56 -6.16 -2.73  -0.438
N3 3.97 -5.32 -1.40  -0.037
O3 4.66 -4.09 -1.76  -0.125
C25 4.56 -6.15 -3.80  -0.026
C26 2.22 -5.36 -3.04  -0.014
C27 5.39 -5.35 0.59  -0.046
H37 1.93 -5.03 0.22  0.059
H38 3.07 -3.65 0.48  0.077
H39 2.96 -4.75 1.80  0.073
H40 4.40 -7.78 0.27  0.093
H41 3.14 -7.11 1.21  0.145
H42 1.69 -6.78 -0.61  0.098
H43 2.13 -8.57 -0.76  0.142
H44 2.18 -7.87 -2.70  0.158
H45 3.83 -8.25 -2.29  0.098
H46 4.69 -5.16 -4.30  0.100
H47 5.41 -6.44 -3.26  0.083
H48 4.05 -6.71 -4.54  0.087
H49 1.75 -5.60 -3.99  0.085
H50 1.51 -5.48 -2.25  0.047
H51 2.64 -4.38 -3.21  0.067
H52 5.59 -5.93 1.55  0.116
H53 5.51 -4.31 1.01  0.096
H54 5.91 -5.77 -0.17  0.062
C28 -5.24 8.36 -9.63  -0.009
C29 -6.11 8.62 -8.32  -0.450
C30 -6.73 7.33 -7.69  -0.169
C31 -5.84 6.53 -6.79  -0.183
C32 -5.42 7.45 -5.61  -0.139
C33 -4.73 8.81 -6.04  -0.417
N4 -5.30 9.38 -7.35  -0.112
O4 -4.57 10.41 -7.91  -0.091
C34 -4.83 9.97 -5.06  -0.033
C35 -3.26 8.24 -6.34  -0.013
C36 -7.13 9.79 -8.64  -0.037
H55 -4.53 9.17 -9.68  0.061
H56 -5.97 8.46 -10.43  0.071
H57 -4.72 7.38 -9.62  0.085
H58 -7.66 7.60 -7.19  0.106
H59 -7.14 6.72 -8.56  0.140
H60 -4.89 6.34 -7.45  0.116
H61 -6.32 5.49 -6.51  0.152
H62 -4.76 6.96 -4.99  0.080
H63 -6.28 7.71 -5.08  0.094
H64 -4.03 10.70 -5.27  0.087
H65 -5.85 10.43 -4.90  0.100
H66 -4.64 9.43 -4.09  0.092
H67 -2.68 8.02 -5.44  0.062
H68 -3.29 7.25 -6.83  0.072
H69 -2.87 9.07 -6.96  0.082
H70 -7.75 9.50 -9.49  0.065
H71 -6.50 10.63 -9.06  0.105
H72 -7.91 9.77 -7.86  0.083
C37 -3.34 0.23 0.79  -0.031
C38 -1.98 -0.03 -0.07  -0.280
C39 -0.79 0.40 0.76  -0.182
C40 0.42 -0.06 -0.02  -0.254
C41 0.81 -1.50 -0.21  -0.072
C42 -0.56 -2.31 0.09  -0.356
N5 -1.86 -1.71 0.07  -0.124
O5 -2.95 -2.36 -0.18  -0.053
C43 -0.74 -3.80 -0.66  0.026
C44 -0.38 -2.71 1.55  -0.049
C45 -1.97 0.71 -1.54  -0.018
H73 -3.43 -0.21 1.77  0.078
H74 -4.11 -0.14 0.21  0.034
H75 -3.50 1.32 0.59  0.096
H76 -0.69 1.68 0.75  0.158
H77 -0.64 -0.15 1.66  0.079
H78 1.32 0.27 0.65  0.126
H79 0.43 0.55 -0.93  0.062
H80 1.34 -1.52 0.73  0.091
H81 1.19 -1.64 -1.18  0.083
H82 -0.30 -3.89 -1.60  0.040
H83 -0.90 -4.73 -0.38  0.002
H84 -1.70 -3.53 -1.08  0.052
H85 0.25 -3.35 2.11  0.067
H86 -0.39 -1.71 2.06  0.071
H87 -1.43 -2.80 1.83  0.082
H88 -0.80 0.74 -1.92  0.073
H89 -2.19 1.82 -1.76  0.071
H90 -2.50 0.10 -2.42  0.100
C46 1.98 -1.36 5.60  -0.036
C47 2.82 -2.70 5.55  -0.454
C48 3.22 -2.76 4.02  -0.117
C49 4.49 -3.59 3.86  -0.168
C50 5.59 -3.02 4.85  -0.140
C51 5.20 -3.05 6.33  -0.476
N6 3.90 -2.44 6.48  -0.207
O6 3.59 -2.10 7.63  0.005
C52 5.27 -4.59 6.76  -0.002
C53 6.23 -2.25 7.18  -0.033
C54 1.95 -3.90 5.91  -0.013
H91 2.85 -0.59 5.90  0.089
H92 1.42 -1.24 6.56  0.091
H93 1.56 -0.85 4.77  0.051
H94 2.37 -2.97 3.31  0.119
H95 3.44 -1.70 3.74  0.111
H96 4.80 -3.65 2.81  0.085
H97 4.48 -4.60 4.32  0.096
H98 5.91 -1.98 4.49  0.134
H99 6.42 -3.81 4.69  0.138
H100 5.33 -5.35 5.97  0.071
H101 6.02 -4.74 7.56  0.084
H102 4.29 -4.84 7.19  0.077
H103 5.82 -1.19 7.11  0.097
H104 6.23 -2.43 8.27  0.076
H105 7.26 -2.53 6.83  0.100
H106 1.71 -3.75 6.98  0.094
H107 2.38 -4.87 5.62  0.074
H108 0.94 -3.72 5.52  0.077
C55 3.02 1.95 2.49  0.019
C56 4.15 2.74 3.26  -0.457
C57 4.10 4.20 3.27  -0.098
C58 2.98 4.84 4.20  -0.114
C59 2.94 4.30 5.68  -0.172
C60 2.97 2.86 5.66  -0.315
N7 4.00 2.28 4.69  0.013
O7 4.58 1.29 5.15  0.149
C61 3.23 2.23 7.23  0.024
C62 1.59 2.13 4.98  0.033
C63 5.42 2.18 2.80  -0.055
H109 2.58 1.09 3.15  0.108
H110 3.57 1.28 1.86  0.047
H111 2.11 2.51 2.11  0.085
H112 4.99 4.69 3.63  0.122
H113 3.97 4.65 2.29  0.133
H114 1.94 4.81 3.78  0.133
H115 3.33 5.82 4.50  0.102
H116 2.14 4.78 6.21  0.128
H117 3.88 4.71 6.17  0.142
H118 3.39 1.13 7.35  0.069
H119 4.12 2.58 7.71  0.057
H120 2.42 2.70 7.83  0.091
H121 0.77 2.38 5.64  0.086
H122 1.19 2.49 4.01  0.036
H123 1.95 1.12 5.06  0.023
H124 5.89 2.69 1.90  0.107
H125 5.54 1.09 2.67  0.105
H126 6.24 2.28 3.56  0.102
O8 -0.98 0.65 -4.40  -0.291
S1 -0.02 -0.37 -4.58  0.529
O9 0.02 -1.52 -3.74  -0.279
O10 -0.24 -1.03 -6.05  -0.279
C64 -1.71 -1.55 -6.09  -0.172
C65 -1.79 -2.13 -7.49  -0.048
C66 1.54 0.40 -4.61  -0.135
H127 -2.23 -0.62 -5.90  0.097
H128 -1.91 -2.24 -5.27  0.108
H129 -1.74 -1.33 -8.24  0.091
H130 -2.72 -2.58 -7.66  0.053
H131 -0.95 -2.76 -7.62  0.073
H132 1.43 1.40 -5.14  0.108
H133 2.30 -0.24 -5.04  0.069
H134 1.67 0.57 -3.51  0.047
O11 -5.69 -3.09 3.94  -0.266
S2 -4.98 -2.49 5.03  0.543
O12 -4.86 -3.23 6.22  -0.290
O13 -3.50 -2.10 4.61  -0.248
C67 -2.45 -2.18 5.60  -0.246
C68 -1.85 -0.80 5.86  -0.050
C69 -5.73 -0.96 5.51  -0.130
H135 -1.73 -2.89 5.14  0.115
H136 -2.74 -2.61 6.51  0.090
H137 -1.11 -0.97 6.64  0.063
H138 -2.64 -0.04 6.19  0.099
H139 -1.33 -0.38 5.00  0.062
H140 -5.11 -0.31 6.19  0.076
H141 -6.65 -1.27 6.14  0.111
H142 -5.83 -0.24 4.68  0.034
O14 0.24 -6.35 2.06  -0.283
S3 0.63 -6.71 3.40  0.536
O15 1.96 -6.43 3.82  -0.282
O16 -0.29 -6.03 4.49  -0.268
C70 -1.72 -5.79 4.19  -0.189
C71 -2.53 -6.07 5.50  -0.023
C72 0.32 -8.41 3.65  -0.100
H143 -2.03 -6.56 3.51  0.083
H144 -1.78 -4.79 3.84  0.096
H145 -2.32 -7.13 5.72  0.092
H146 -3.60 -5.84 5.39  0.083
H147 -2.17 -5.44 6.26  0.047
H148 1.16 -8.73 3.05  0.069
H149 -0.60 -8.71 3.14  0.050
H150 0.39 -8.75 4.66  0.082
O17 -4.81 -4.26 -6.06  -0.305
S4 -5.72 -3.17 -5.75  0.537
O18 -5.95 -2.10 -6.68  -0.283
O19 -7.12 -3.77 -5.42  -0.270
C73 -7.04 -5.23 -4.95  -0.190
C74 -8.33 -5.45 -4.25  -0.087
C75 -5.28 -2.36 -4.25  -0.113
H151 -6.32 -5.24 -4.12  0.115
H152 -6.70 -5.72 -5.84  0.112
H153 -8.38 -4.81 -3.39  0.078
H154 -8.60 -6.46 -3.95  0.079
H155 -9.25 -5.27 -4.88  0.105
H156 -5.21 -3.10 -3.45  0.073
H157 -6.16 -1.71 -4.09  0.085
H158 -4.44 -1.71 -4.46  0.064
O20 -2.53 -8.96 2.04  -0.284
S5 -2.84 -8.29 0.82  0.595
O21 -3.90 -8.89 -0.01  -0.298
O22 -3.24 -6.80 1.28  -0.299
C76 -4.33 -6.08 0.60  -0.183
C77 -4.74 -4.91 1.57  -0.044
C78 -1.42 -7.93 -0.16  -0.128
H159 -5.11 -6.79 0.47  0.092
H160 -3.88 -5.81 -0.33  0.106
H161 -4.83 -5.38 2.48  0.033
H162 -5.77 -4.53 1.31  0.098
H163 -4.01 -4.05 1.58  0.081
H164 -0.55 -7.60 0.43  0.042
H165 -1.73 -7.31 -1.01  0.089
H166 -1.15 -8.91 -0.55  0.075
O23 -5.22 1.18 3.22  -0.316
S6 -4.49 2.44 3.40  0.594
O24 -4.88 3.54 2.60  -0.269
O25 -4.72 2.76 4.94  -0.282
C79 -5.54 3.90 5.35  -0.237
C80 -4.96 4.43 6.65  -0.068
C81 -2.71 2.28 3.39  -0.116
H167 -6.55 3.47 5.50  0.134
H168 -5.60 4.63 4.62  0.083
H169 -5.51 5.24 7.14  0.080
H170 -3.93 4.82 6.35  0.106
H171 -4.85 3.67 7.37  0.056
H172 -2.45 1.93 2.42  0.015
H173 -2.52 1.71 4.30  0.058
H174 -2.41 3.27 3.52  0.027